Entry 1:
C24H18N2O6 in the gas phase in a non-equilibrium geometry, computed with the ωB97M-V functional and the def2-TZVPD basis.

- relative energy (zero: lowest compared OMol25 entry of this formula, charge and spin) (kcal/mol) = 0.0
- structure (SMILES) = Cc1ccc(C(=O)N/C(=C/c2ccco2)C(=O)OCN2C(=O)c3ccccc3C2=O)cc1
- LUMO (eV) = -0.57
- charge = 0

Structure (XYZ):
```
50
Properties=species:S:1:pos:R:3:forces:R:3
C -6.595881 4.161714 -4.342845 0.04 0.02 -0.05
C -5.654644 3.579001 -3.335210 0.02 -0.09 0.06
C -5.288053 2.239216 -3.394923 -0.03 0.08 -0.06
C -4.400870 1.699120 -2.483260 0.12 0.08 0.15
C -3.858547 2.496339 -1.478422 -0.32 0.22 -0.17
C -2.924053 1.988782 -0.437147 0.13 -0.24 -0.02
O -2.833865 2.504761 0.659558 0.05 0.11 0.11
N -2.186171 0.907244 -0.832609 -0.13 -0.13 -0.51
C -1.238684 0.176282 -0.121699 0.27 0.30 0.79
C -0.772443 0.549501 1.091506 -0.22 0.28 -0.44
C 0.200832 -0.070840 1.947743 0.12 -1.29 0.08
C 0.500590 -1.362270 2.320580 -0.24 0.69 -0.13
C 1.532849 -1.275526 3.278253 0.19 0.53 0.25
C 1.789438 0.053580 3.433478 0.26 -0.76 0.34
O 0.984609 0.784744 2.655241 -0.14 0.47 -0.18
C -0.687933 -0.899787 -0.976036 0.04 -0.22 -0.47
O -0.820422 -0.902196 -2.179081 -0.04 0.02 0.26
O -0.031334 -1.852385 -0.302494 -0.40 0.12 0.12
C 0.959236 -2.595151 -0.989754 0.34 -0.11 -0.51
N 2.211219 -2.321245 -0.339020 -0.33 -0.15 -0.30
C 2.726183 -1.024568 -0.242127 -0.06 -0.03 -0.11
O 2.305082 -0.075051 -0.845468 -0.04 0.06 -0.03
C 3.835578 -1.119991 0.732535 0.39 -0.40 0.43
C 4.694110 -0.151249 1.208413 -0.12 -0.09 -0.11
C 5.629696 -0.532290 2.165378 -0.05 0.12 -0.07
C 5.698506 -1.839901 2.621108 -0.03 -0.13 0.03
C 4.833255 -2.817151 2.138921 -0.14 -0.01 -0.11
C 3.902251 -2.438138 1.194203 0.35 0.63 0.06
C 2.831845 -3.217736 0.532573 -0.08 -0.04 -0.14
O 2.517608 -4.369886 0.664380 0.00 -0.12 0.16
C -4.238161 3.835085 -1.405114 0.13 -0.15 0.09
C -5.117163 4.369243 -2.324848 0.00 -0.09 -0.04
H -7.205468 4.943839 -3.896239 -0.07 0.05 -0.02
H -7.247769 3.395792 -4.756100 -0.07 0.00 -0.05
H -6.031308 4.604370 -5.164343 -0.04 0.04 -0.08
H -5.707495 1.608135 -4.165448 -0.06 -0.06 -0.06
H -4.165826 0.646105 -2.546076 0.02 -0.09 0.00
H -2.261418 0.600301 -1.797141 0.02 0.18 0.20
H -1.133460 1.499829 1.466924 -0.09 -0.08 -0.06
H 0.018991 -2.255518 1.985056 -0.11 -0.10 -0.09
H 2.012229 -2.089700 3.782604 0.14 -0.12 0.16
H 2.495069 0.580101 4.045485 0.05 0.17 0.05
H 0.753781 -3.665660 -0.890031 0.04 0.27 -0.02
H 0.984251 -2.287691 -2.042725 -0.01 -0.11 0.32
H 4.631918 0.864544 0.850850 -0.02 0.11 -0.03
H 6.312685 0.204018 2.561851 0.06 0.05 0.03
H 6.433858 -2.104030 3.366260 0.07 -0.02 0.05
H 4.877986 -3.835521 2.492214 0.01 -0.11 0.04
H -3.829793 4.441683 -0.610979 0.03 0.04 0.07
H -5.397640 5.410519 -2.257542 -0.03 0.11 0.01
```
Forces are in eV/Å.

Entry 2:
9 unconnected molecules or ions with the total composition C18H27N9 in a non-equilibrium geometry, computed with the ωB97M-V functional and the def2-TZVPD basis.

- relative energy (zero: lowest compared OMol25 entry of this formula, charge and spin) (kcal/mol) = 8.2
- structure (SMILES) = CC#N.CC#N.CC#N.CC#N.CC#N.CC#N.CC#N.CC#N.CC#N
- LUMO (eV) = 0.24
- charge = 0

Structure (XYZ):
```
54
Properties=species:S:1:pos:R:3:forces:R:3
C 2.247242 -4.037346 0.421257 -0.03 -0.46 0.68
C 3.156960 -3.914999 -0.711002 -0.61 0.11 0.66
N 3.860636 -3.803177 -1.603619 0.41 0.04 -0.56
H 1.610288 -3.167133 0.569531 0.07 0.08 -0.35
H 2.795714 -4.206572 1.349971 0.24 0.15 -0.13
H 1.622450 -4.926157 0.326531 -0.05 0.08 -0.29
C 4.449094 1.453709 1.423798 -0.34 -0.13 0.39
C 3.341557 1.847483 0.552763 0.73 -0.41 0.38
N 2.458111 2.120576 -0.119062 -0.44 0.25 -0.39
H 5.331889 1.153248 0.868082 0.01 0.21 -0.16
H 4.139953 0.608649 2.041561 -0.06 0.01 -0.11
H 4.660177 2.257917 2.126973 0.17 0.06 -0.14
C 0.945931 0.239357 2.866119 0.41 0.06 0.17
C 1.967809 0.714503 3.805171 -0.14 0.39 0.13
N 2.786373 1.070324 4.531647 -0.18 -0.15 -0.27
H 1.167608 -0.816362 2.716454 -0.38 -0.04 -0.25
H 1.006906 0.793259 1.931294 0.22 -0.08 -0.01
H -0.060706 0.400172 3.243310 0.04 -0.14 0.23
C -4.095744 -0.325109 -1.476255 0.48 0.38 0.12
C -5.355171 -0.549158 -2.172787 0.32 -0.19 0.10
N -6.345718 -0.726959 -2.720703 -0.17 0.04 -0.07
H -4.215348 0.473788 -0.742780 -0.09 -0.08 0.07
H -3.306915 -0.010566 -2.162644 -0.19 -0.03 -0.22
H -3.710965 -1.211824 -0.976082 -0.33 -0.17 -0.02
C -2.211211 4.699551 0.331523 0.66 -1.06 0.67
C -2.512679 3.388996 0.930377 -0.35 0.56 -0.40
N -2.823451 2.373871 1.356919 -0.03 -0.37 0.18
H -3.093345 5.073325 -0.174268 0.07 0.29 0.02
H -1.368463 4.544935 -0.342960 -0.22 0.14 -0.30
H -1.831193 5.309270 1.150825 -0.37 0.41 -0.15
C -1.449668 -4.769011 0.073458 0.29 0.30 -1.38
C -2.513155 -4.370268 -0.855322 -0.01 0.04 0.39
N -3.268751 -3.939444 -1.603247 -0.11 -0.08 -0.09
H -0.909507 -3.836057 0.250675 -0.02 -0.14 0.66
H -0.764591 -5.378484 -0.522582 -0.02 -0.23 0.25
H -1.786880 -5.321266 0.939983 -0.09 0.20 0.16
C 1.322767 5.268818 0.470182 0.28 -0.30 0.64
C 0.822634 4.261670 1.409590 0.51 0.33 -0.40
N 0.486532 3.459104 2.151879 -0.32 -0.31 0.32
H 1.710496 4.770053 -0.416047 -0.38 0.06 -0.20
H 2.181227 5.758417 0.932406 -0.14 0.15 0.05
H 0.532098 5.993527 0.299416 0.15 0.09 -0.38
C 0.167919 -3.102079 -3.179795 0.33 -0.07 -0.33
C -0.304252 -1.734895 -3.325011 -0.26 -0.01 0.08
N -0.683749 -0.656606 -3.421519 0.00 0.07 -0.04
H -0.647751 -3.819811 -3.234342 -0.15 0.14 0.12
H 0.711017 -3.195377 -2.241431 -0.05 -0.02 0.04
H 0.852958 -3.317480 -4.001111 0.05 -0.03 0.09
C -0.642020 0.956468 -0.563989 -0.04 1.08 -0.93
C -0.242246 -0.403495 -0.302197 -0.10 -0.07 0.15
N 0.052298 -1.501623 -0.143381 0.04 -0.04 0.18
H -0.213279 1.265084 -1.521806 0.10 -0.25 0.00
H -0.315465 1.712734 0.147268 0.16 -0.47 0.40
H -1.716418 1.072450 -0.685022 -0.06 -0.39 0.22
```
Forces are in eV/Å.

Entry 3:
4 unconnected molecules or ions with the total composition C18H37NO12PS in a non-equilibrium geometry, computed with the ωB97M-V functional and the def2-TZVPD basis.

- LUMO (eV) = 1.21
- charge = -1

Structure (XYZ):
```
70
Properties=species:S:1:pos:R:3:forces:R:3
C 5.625042 5.556650 -7.480526 0.85 0.31 -0.46
P 5.055466 4.061587 -6.477090 -0.70 -1.16 0.04
O 5.384223 2.684223 -7.484640 -0.26 1.20 0.98
C 6.196796 3.788824 -4.962893 2.61 -0.07 0.15
N 5.960994 2.402289 -4.486330 -0.76 0.86 -0.30
C 6.044098 4.939341 -3.848091 -0.88 0.70 -0.42
C 5.151437 4.549201 -2.575915 -0.23 0.73 0.43
C 5.897286 3.611787 -1.494962 0.17 1.06 -0.61
S 4.781266 2.261583 -0.833176 -0.44 -1.29 5.67
O 5.623969 1.359596 0.051154 -1.88 2.07 -3.65
O 3.649398 2.834359 0.007345 2.81 -0.60 -3.33
O 4.091546 1.333041 -2.038752 0.88 1.34 0.77
C 7.743488 3.846682 -5.466709 5.10 -3.24 -1.31
O 8.378400 4.943977 -5.634122 -2.77 -1.12 0.68
O 8.435483 2.659602 -5.685667 -3.94 4.33 1.33
H 6.645127 5.980392 -7.176210 -1.36 -0.74 -0.22
H 5.705434 5.253719 -8.578840 -0.22 0.27 1.45
H 4.819357 6.364038 -7.386948 1.09 -1.22 -0.08
H 4.953226 1.898097 -7.080789 0.54 0.93 -0.19
H 6.585936 2.128081 -3.721556 -0.37 0.07 -0.77
H 4.972527 2.207697 -4.286226 0.71 0.27 0.20
H 5.499680 5.822405 -4.367298 0.79 -1.19 0.95
H 7.061029 5.381182 -3.521679 -1.52 -0.99 -0.59
H 4.115178 4.114606 -2.849281 1.74 0.62 0.21
H 4.923703 5.541853 -2.026022 0.24 -1.63 -0.86
H 6.165956 4.240255 -0.562611 -0.75 -1.36 -1.23
H 6.893354 3.212240 -1.890481 -1.69 0.03 0.56
H 3.326033 1.787390 -2.463815 0.58 0.01 0.54
O 0.183307 2.361663 -1.929284 -0.19 -0.80 -0.04
C 0.251160 1.246344 -1.460476 0.08 0.49 0.33
O -0.628687 0.299786 -1.840071 -0.16 0.15 -0.67
C -0.513127 -1.092668 -1.505809 -0.10 -0.02 0.37
C -1.137067 -1.383637 -0.156320 0.20 0.12 -0.09
C 1.247435 0.921344 -0.383384 0.59 -0.24 -0.37
H 0.525015 -1.427697 -1.569568 -0.02 0.13 0.07
H -1.060526 -1.637939 -2.279006 0.03 0.29 -0.05
H -0.625161 -0.848162 0.646075 0.08 -0.10 -0.04
H -1.099796 -2.450374 0.062033 -0.04 0.19 -0.05
H -2.179930 -1.057575 -0.140535 0.04 -0.13 -0.09
H 0.828346 1.187862 0.587890 0.04 -0.01 -0.06
H 2.149760 1.512955 -0.558842 -0.58 0.00 0.36
H 1.562414 -0.120417 -0.378692 -0.19 -0.06 0.17
O -2.117893 -3.388724 1.744303 -0.93 -0.14 -0.03
C -3.302896 -3.287984 1.971889 0.57 0.13 0.32
O -4.155579 -2.964977 0.980781 0.23 -0.24 -0.49
C -5.588075 -3.017382 1.090672 -0.18 0.17 0.17
C -6.136378 -1.728561 1.667559 0.13 0.19 0.14
C -3.834526 -3.422952 3.370524 -0.20 -0.68 0.17
H -5.908996 -3.898249 1.651662 0.10 0.12 0.11
H -5.966990 -3.145341 0.073454 0.32 -0.01 0.02
H -5.772510 -1.556679 2.682129 -0.13 -0.13 -0.01
H -7.227950 -1.751008 1.690885 0.08 -0.04 0.02
H -5.813890 -0.875159 1.065660 -0.06 -0.12 -0.08
H -3.764062 -2.459456 3.877218 -0.08 -0.06 -0.03
H -3.221437 -4.153850 3.902320 0.15 0.28 -0.08
H -4.856040 -3.792143 3.417080 -0.06 0.33 0.01
O -7.039725 -3.550692 4.276520 0.27 -0.06 0.73
C -6.975894 -3.904345 5.432411 -0.16 -0.19 -0.49
O -5.914493 -3.561419 6.184828 0.12 0.49 -0.23
C -5.833983 -3.751223 7.605701 0.08 -0.23 0.18
C -5.329869 -5.140125 7.941184 -0.04 -0.18 -0.11
C -8.022285 -4.808224 6.021898 -0.58 0.27 0.28
H -6.787036 -3.521879 8.088252 -0.01 -0.08 -0.12
H -5.117968 -3.011486 7.971863 -0.09 0.02 -0.29
H -6.012690 -5.912927 7.582250 -0.03 0.05 0.10
H -5.213010 -5.255878 9.020915 0.00 0.03 -0.07
H -4.365302 -5.321270 7.461154 -0.04 0.11 0.09
H -7.767159 -5.845687 5.801097 0.00 0.06 0.04
H -8.982403 -4.568780 5.560405 0.22 -0.14 -0.15
H -8.159539 -4.679779 7.093505 0.17 -0.18 0.03
```
Forces are in eV/Å.